A cluster of 2 separate species, C5H9NO in total in a non-equilibrium geometry, computed with wB97M-V/def2-TZVPD.

Geometry as XYZ:
```
16
Properties=species:S:1:pos:R:3:mulliken_charge:R:1
C 2.044 0.179 -0.516 -1.239
C 0.617 0.628 -0.235 -0.283
C -0.435 -0.414 -0.534 0.223
O -0.215 -1.450 -1.116 -0.543
C -1.866 -0.149 -0.023 -0.260
C -2.163 1.254 0.267 0.220
N -2.360 2.373 0.488 -0.405
H 2.718 1.041 -0.500 0.368
H 2.388 -0.534 0.238 0.304
H 2.121 -0.306 -1.492 0.309
H 0.494 0.949 0.809 0.353
H 0.353 1.512 -0.833 0.398
H -1.994 -0.738 0.895 0.230
H -2.575 -0.545 -0.756 0.315
H 0.441 -1.719 1.980 0.135
H 0.432 -2.081 1.330 -0.125
```

Properties
Frontier orbital gap = 11.158 eV
Relative energy (zero: lowest compared OMol25 entry of this formula, charge and spin) = 1.907 eV
SMILES = CCC(=O)CC#N.[H][H]